1.
{
  "formula": "C26H80CdN6O13",
  "method": "ωB97M-V with the def2-TZVPD basis set",
  "species": ["Cd", "O", "C", "C", "O", "H", "H", "H", "H", "C", "C", "C", "O", "C", "N", "H", "H", "H", "H", "H", "H", "H", "H", "H", "H", "H", "C", "C", "C", "O", "C", "N", "H", "H", "H", "H", "H", "H", "H", "H", "H", "H", "H", "C", "C", "C", "O", "C", "N", "H", "H", "H", "H", "H", "H", "H", "H", "H", "H", "H", "C", "C", "C", "O", "C", "N", "H", "H", "H", "H", "H", "H", "H", "H", "H", "H", "H", "C", "C", "C", "O", "C", "N", "H", "H", "H", "H", "H", "H", "H", "H", "H", "H", "H", "C", "C", "C", "O", "C", "N", "H", "H", "H", "H", "H", "H", "H", "H", "H", "H", "H", "O", "H", "H", "O", "H", "H", "O", "H", "H", "O", "H", "H", "O", "H", "H"],
  "coordinates": [[-9.576, 24.934, -8.658], [-8.342, 27.358, -9.183], [-9.266, 28.406, -9.346], [-10.426, 28.522, -8.239], [-10.918, 27.302, -7.841], [-9.865, 28.349, -10.255], [-8.693, 29.321, -9.192], [-11.198, 29.157, -8.674], [-9.976, 29.112, -7.441], [-8.049, 21.843, -12.305], [-8.685, 23.001, -11.553], [-10.223, 23.015, -11.902], [-10.669, 24.154, -11.167], [-12.155, 24.334, -11.301], [-8.414, 22.873, -10.115], [-6.990, 21.834, -12.047], [-8.136, 21.879, -13.391], [-8.461, 20.900, -11.946], [-8.295, 23.936, -11.956], [-10.666, 22.130, -11.445], [-10.451, 23.089, -12.965], [-12.483, 25.277, -10.866], [-12.724, 23.477, -10.940], [-12.401, 24.393, -12.361], [-8.373, 21.881, -9.929], [-7.427, 23.048, -9.992], [-14.044, 31.003, -12.103], [-13.877, 32.286, -12.860], [-15.204, 33.111, -13.025], [-14.923, 34.509, -13.301], [-16.136, 35.233, -13.456], [-12.857, 33.137, -12.221], [-14.986, 30.581, -12.453], [-14.208, 31.202, -11.044], [-13.297, 30.238, -12.316], [-13.605, 32.021, -13.882], [-15.871, 32.823, -12.212], [-15.661, 32.578, -13.859], [-16.649, 34.858, -14.341], [-15.969, 36.310, -13.436], [-16.791, 35.062, -12.601], [-12.779, 34.027, -12.692], [-13.163, 33.345, -11.281], [-10.116, 34.275, -7.936], [-9.282, 34.929, -6.793], [-7.789, 35.031, -7.238], [-7.709, 36.046, -8.235], [-6.593, 36.920, -8.150], [-9.801, 36.232, -6.284], [-9.754, 34.633, -8.900], [-11.194, 34.430, -7.980], [-10.098, 33.186, -7.972], [-9.228, 34.127, -6.057], [-7.416, 34.071, -7.594], [-7.347, 35.324, -6.286], [-6.654, 37.525, -9.055], [-5.654, 36.367, -8.177], [-6.809, 37.501, -7.254], [-9.711, 36.953, -6.985], [-9.053, 36.584, -5.704], [-9.517, 26.214, -15.316], [-8.885, 25.474, -16.447], [-9.769, 25.114, -17.694], [-10.505, 23.907, -17.538], [-11.842, 23.945, -18.013], [-7.798, 26.276, -16.832], [-8.810, 26.425, -14.514], [-10.314, 25.689, -14.791], [-9.961, 27.174, -15.579], [-8.504, 24.479, -16.215], [-9.098, 24.966, -18.540], [-10.395, 25.967, -17.953], [-12.389, 24.620, -17.356], [-12.426, 23.026, -17.975], [-11.960, 24.302, -19.036], [-8.020, 27.259, -16.906], [-7.254, 26.278, -15.981], [-4.287, 31.456, -10.234], [-3.011, 31.069, -9.533], [-3.100, 31.300, -8.042], [-2.895, 32.734, -7.794], [-3.107, 33.268, -6.520], [-2.755, 29.674, -9.678], [-4.133, 31.734, -11.277], [-4.539, 32.360, -9.681], [-5.038, 30.668, -10.176], [-2.200, 31.661, -9.958], [-2.222, 30.817, -7.615], [-4.086, 31.093, -7.628], [-2.224, 32.975, -5.953], [-4.018, 32.942, -6.017], [-3.094, 34.328, -6.775], [-1.872, 29.550, -9.205], [-2.448, 29.507, -10.626], [-7.285, 29.894, -3.874], [-8.483, 29.195, -3.184], [-8.261, 28.694, -1.719], [-9.542, 28.220, -1.217], [-9.348, 27.478, 0.035], [-9.704, 30.066, -3.179], [-6.500, 29.194, -4.159], [-6.827, 30.681, -3.275], [-7.604, 30.341, -4.816], [-8.646, 28.400, -3.912], [-8.172, 29.529, -1.025], [-7.430, 27.988, -1.702], [-8.567, 27.953, 0.629], [-9.075, 26.433, -0.114], [-10.294, 27.453, 0.577], [-9.571, 30.760, -2.457], [-9.633, 30.705, -3.958], [-4.499, 24.400, -9.372], [-4.890, 25.008, -9.999], [-4.607, 24.829, -8.523], [-5.140, 26.990, -11.864], [-4.683, 27.827, -11.780], [-5.971, 27.122, -11.406], [-11.911, 26.666, -3.841], [-11.965, 25.719, -3.712], [-11.841, 26.776, -4.790], [-14.820, 27.918, -6.923], [-15.074, 28.465, -7.666], [-13.881, 27.776, -7.039], [-4.481, 27.371, -7.312], [-5.330, 27.359, -7.753], [-3.922, 27.898, -7.882]],
  "homo_energy_ev": -7.56,
  "e_lumo_ev": -2.157,
  "total_charge": 0,
  "e_tot_ev": -68370.372,
  "e_above_lowest_kj_mol": 402.35
}

2.
{
  "formula": "C26H9BrCl76Ga",
  "method": "ωB97M-V with the def2-TZVPD basis set",
  "species": ["Br", "Ga", "C", "C", "C", "C", "C", "C", "C", "H", "H", "H", "H", "H", "H", "H", "H", "H", "C", "Cl", "Cl", "Cl", "Cl", "C", "Cl", "Cl", "Cl", "Cl", "C", "Cl", "Cl", "Cl", "Cl", "C", "Cl", "Cl", "Cl", "Cl", "C", "Cl", "Cl", "Cl", "Cl", "C", "Cl", "Cl", "Cl", "Cl", "C", "Cl", "Cl", "Cl", "Cl", "C", "Cl", "Cl", "Cl", "Cl", "C", "Cl", "Cl", "Cl", "Cl", "C", "Cl", "Cl", "Cl", "Cl", "C", "Cl", "Cl", "Cl", "Cl", "C", "Cl", "Cl", "Cl", "Cl", "C", "Cl", "Cl", "Cl", "Cl", "C", "Cl", "Cl", "Cl", "Cl", "C", "Cl", "Cl", "Cl", "Cl", "C", "Cl", "Cl", "Cl", "Cl", "C", "Cl", "Cl", "Cl", "Cl", "C", "Cl", "Cl", "Cl", "Cl", "C", "Cl", "Cl", "Cl", "Cl"],
  "coordinates": [[1.853, -0.768, -0.238], [2.210, 1.062, -1.819], [0.750, 0.973, -3.246], [-0.574, 0.513, -2.715], [-1.390, -0.291, -3.504], [-2.603, -0.725, -3.005], [-3.030, -0.389, -1.732], [-2.241, 0.422, -0.935], [-1.035, 0.867, -1.452], [3.656, 0.845, -2.445], [2.083, 2.446, -1.020], [0.658, 1.904, -3.799], [1.078, 0.200, -3.935], [-1.082, -0.564, -4.500], [-3.254, -1.323, -3.624], [-3.994, -0.781, -1.413], [-2.572, 0.718, 0.040], [-0.409, 1.518, -0.869], [-5.171, 3.194, -2.854], [-6.184, 3.135, -4.306], [-6.141, 3.661, -1.452], [-4.444, 1.608, -2.574], [-3.847, 4.336, -3.062], [-5.196, -2.418, 1.723], [-6.884, -1.834, 1.821], [-4.259, -1.379, 0.651], [-4.502, -2.386, 3.349], [-5.128, -4.060, 1.090], [-2.329, 4.608, 1.110], [-2.053, 3.115, 0.213], [-3.858, 5.316, 0.561], [-2.434, 4.271, 2.842], [-1.011, 5.743, 0.802], [1.662, 2.299, 3.209], [3.285, 2.866, 2.801], [0.604, 2.467, 1.828], [1.729, 0.598, 3.665], [1.021, 3.249, 4.572], [-9.400, -5.847, 2.361], [-10.873, -5.251, 3.138], [-8.205, -4.555, 2.284], [-8.755, -7.202, 3.296], [-9.783, -6.394, 0.725], [-3.125, 0.127, -7.367], [-4.128, 1.178, -6.373], [-1.466, 0.725, -7.370], [-3.153, -1.512, -6.706], [-3.748, 0.103, -9.024], [-3.312, 9.511, 0.075], [-3.856, 8.736, 1.562], [-3.956, 11.158, -0.001], [-1.550, 9.572, 0.048], [-3.887, 8.592, -1.317], [4.763, -2.902, -3.128], [5.420, -2.566, -4.733], [2.992, -2.825, -3.125], [5.247, -4.542, -2.648], [5.404, -1.740, -1.983], [2.689, -0.164, -7.166], [2.470, -1.347, -5.885], [2.226, 1.437, -6.593], [4.391, -0.142, -7.657], [1.689, -0.600, -8.564], [7.551, -6.361, -5.966], [8.216, -6.098, -7.585], [5.797, -6.206, -6.025], [7.989, -7.983, -5.414], [8.221, -5.169, -4.855], [5.450, 5.511, 4.991], [3.716, 5.234, 4.946], [6.259, 4.033, 5.519], [6.021, 5.946, 3.378], [5.820, 6.826, 6.121], [4.374, -8.571, -2.583], [4.373, -10.012, -3.611], [3.084, -7.485, -3.092], [4.116, -9.048, -0.902], [5.930, -7.754, -2.734], [7.070, -0.197, 5.733], [6.442, -1.754, 6.277], [7.382, 0.838, 7.136], [8.580, -0.455, 4.850], [5.897, 0.588, 4.683], [2.536, -3.254, 5.228], [1.888, -4.813, 5.748], [2.798, -2.231, 6.647], [4.062, -3.491, 4.377], [1.389, -2.470, 4.152], [2.729, -7.091, 9.212], [2.688, -8.237, 10.556], [2.041, -5.548, 9.747], [4.399, -6.832, 8.708], [1.805, -7.746, 7.863], [-0.733, 6.202, -4.363], [-2.245, 6.039, -5.266], [0.088, 7.707, -4.828], [-1.113, 6.224, -2.636], [0.295, 4.819, -4.734], [2.989, 6.126, -1.240], [4.746, 6.344, -1.257], [2.291, 6.871, -2.688], [2.601, 4.414, -1.184], [2.319, 6.920, 0.197], [-1.924, -4.911, 7.157], [-3.033, -3.815, 7.992], [-1.614, -4.297, 5.537], [-0.417, -5.032, 8.078], [-2.660, -6.517, 7.046], [-8.649, 2.832, 1.883], [-10.234, 2.322, 1.290], [-8.170, 4.316, 1.052], [-8.748, 3.155, 3.619], [-7.473, 1.543, 1.616]],
  "homo_energy_ev": -5.86,
  "e_lumo_ev": 1.214,
  "total_charge": -1,
  "e_tot_ev": -1101227.868
}